Formula: H80O40
Source: the OMol25 dataset
Level of theory: the ωB97M-V functional and the def2-TZVPD basis

```
! wB97M-V def2-TZVPD RIJCOSX def2/J DEFGRID3
* xyz 0 1
H 0.31182 -1.38767 5.88906
H 1.65059 -2.01021 6.15293
O 0.88910 -1.64942 6.60076
H -4.70548 -0.65719 -2.36618
H -4.47590 -2.03488 -3.14848
O -4.85722 -1.63378 -2.42952
H 1.06887 -0.45820 -6.30889
H 1.52176 0.61680 -5.59116
O 1.05460 -0.23043 -5.32409
H 2.27773 0.69495 3.73910
H 2.73555 -0.22890 2.74484
O 2.81398 0.72985 2.97065
H -1.03713 2.69053 -1.71470
H 0.03392 3.11343 -2.75099
O -0.11821 3.04684 -1.80690
H 3.29401 -2.67671 -3.35422
O 2.79316 -2.93380 -2.62448
H -2.57805 1.90067 -0.54165
O -2.05307 1.08444 -0.50657
H 6.32719 2.01360 -1.77159
H 5.30172 2.81643 -0.58777
O 5.88348 2.17202 -0.91990
H 0.07554 4.52010 -1.09654
H 0.20996 6.12284 -0.73566
O -0.39456 5.35731 -0.94721
H 6.53767 -2.00697 0.86489
H 5.09285 -1.93633 0.18514
O 5.95288 -2.23468 0.03980
H -3.00035 -5.45052 1.42894
H -4.01586 -5.13331 0.36651
O -3.41922 -4.66922 0.99134
H 2.37463 2.92685 -1.08863
O 2.79880 3.31669 -1.87932
H 5.47085 3.66809 1.46213
H 4.12742 3.01769 0.90838
O 4.78106 3.74796 0.84017
H -1.79916 1.23411 -2.52153
H -1.43261 1.57331 -3.97705
O -2.15162 1.23806 -3.41794
H -2.80798 1.42645 1.73889
H -3.74567 1.46653 2.90844
O -3.75378 1.39287 1.93601
H 4.48134 1.73760 -4.36156
H 4.26636 0.47194 -3.54639
O 3.87111 1.01158 -4.24599
H 0.89410 -2.50274 0.99889
H 0.64090 -1.23949 -0.00138
O 0.84076 -2.18482 0.12166
H -4.45820 2.83976 -1.26146
H -3.47801 4.02199 -1.05380
O -3.55610 3.10350 -1.48751
H 1.70863 1.34406 0.09114
O 2.28240 1.89631 0.57410
H 0.20905 3.29345 5.39472
H 1.56679 3.33855 4.84776
O 0.93070 3.90108 5.26379
H -5.72292 -2.72911 2.18203
O -5.39119 -1.82663 2.30388
H -3.47704 -4.48605 -3.51308
H -2.13189 -4.45146 -3.43263
O -2.73228 -4.89812 -2.92572
H -1.17228 4.29378 0.98017
H -1.77004 4.63910 -0.07013
O -2.07051 4.18286 0.71720
H 5.56673 0.62882 -0.08603
H 6.75235 0.21509 0.90932
O 5.79886 0.31074 0.79872
H 0.70486 -2.69192 -5.45913
H -0.00016 -3.96780 -5.70313
O 0.73877 -3.61897 -5.20361
H 1.69510 -1.72226 -1.83396
H 1.94293 -0.39383 -2.35641
O 1.72076 -0.84146 -1.46144
H 1.65817 -3.07004 3.60273
H 2.70708 -2.78547 2.31267
O 1.71637 -2.82054 2.65403
H -4.62015 0.45538 4.85728
H -3.15554 0.77615 4.33776
O -3.99967 1.17108 4.57759
H 5.01271 -0.81078 1.58975
H 3.44558 -1.09810 1.25462
O 4.25241 -1.37000 1.76620
H -3.37058 -1.91517 1.00316
H -3.77052 -0.42279 1.53951
O -2.93597 -1.04124 1.29632
H 5.56527 -2.37655 -2.40293
H 4.69203 -1.65196 -3.37415
O 5.29889 -2.33709 -3.32742
H -0.11558 -1.55502 2.90569
O 0.23702 -1.07870 3.74771
H -0.21469 -1.05246 1.02272
H -1.33061 -0.57643 1.90607
O -0.48046 -0.36345 1.61234
H 2.12945 1.80161 1.54587
H 2.36180 -3.78216 -2.98883
H -4.45827 -1.92636 2.60697
H -2.61840 0.38559 -0.86093
H 2.58119 2.45069 -2.33030
H 1.09905 -1.32828 3.88259
O -5.65165 -0.16768 -0.66244
H -5.18584 -0.89761 -0.32484
H -6.34678 -0.59023 -1.15445
O -2.39128 -2.17780 5.62783
H -1.52697 -2.18776 5.11991
H -3.03479 -2.02684 4.94595
O -1.66639 -1.42116 -3.22806
H -1.77549 -0.46928 -3.17927
H -1.24117 -1.77408 -2.40503
O -0.10326 1.45423 5.03463
H -0.18019 0.73672 4.32316
H -0.79534 1.13263 5.62794
O -6.35408 2.60919 -0.77393
H -5.87665 2.56379 0.07174
H -6.12520 1.73042 -1.11773
O 0.83766 2.88753 -4.19349
H 1.53141 2.35158 -3.68041
H 1.29423 3.71190 -4.41074
O -2.50081 -2.81685 -0.49189
H -2.71653 -3.71082 -0.70476
H -1.56256 -2.84752 -0.69813
*
```

The calculation puts the largest force on an atom at 4.9 eV/A. The energy relative to the best compared isomer or geometry (same formula, charge and spin) is 11.677 eV. The electronic energy is -83194.1385 eV.

Löwdin atomic charge list, values in e, 99 entries: H -0.0260; H 0.0219; O -0.0274; H 0.0635; H -0.0192; O -0.0449; H 0.0754; H 0.0416; O -0.1050; H 0.0158; H 0.0327; O -0.0298; H 0.0437; H -0.0111; O -0.0622; H -0.0192; O -0.0476; H -0.0023; O -0.0594; H 0.0780; H -0.0295; O -0.0551; H -0.0074; H 0.0937; O -0.0934; H 0.1045; H -0.0451; O -0.0778; H 0.0746; H 0.0653; O -0.0688; H 0.0021; O -0.0682; H 0.0370; H 0.0393; O -0.0247; H -0.0128; H 0.0571; O -0.0398; H 0.0325; H -0.0032; O -0.0561; H 0.0485; H 0.0312; O -0.0310; H -0.0117; H 0.0332; O -0.0497; H 0.0064; H 0.1019; O -0.0712; H 0.0042; O -0.0426; H -0.0151; H -0.0008; O -0.0568; H 0.0516; O -0.0615; H 0.1085; H -0.0412; O -0.0407; H 0.0216; H -0.0257; O -0.0565; H 0.0372; H 0.0794; O -0.0586; H 0.0078; H 0.0333; O -0.0473; H -0.0117; H 0.0847; O -0.1108; H 0.0783; H 0.1229; O -0.0969; H 0.0918; H 0.0312; O -0.0386; H -0.0272; H 0.0689; O -0.0963; H 0.0508; H 0.0808; O -0.1697; H 0.0379; H -0.0355; O -0.0071; H 0.0958; O -0.0974; H -0.0229; H -0.0264; O -0.0345; H 0.0515; H 0.1153; H 0.0268; H 0.0443; H 0.0205; H -0.0416



Formula: C5H14N2O3
Source: the OMol25 dataset
Level of theory: the ωB97M-V functional and the def2-TZVPD basis

```
! wB97M-V def2-TZVPD RIJCOSX def2/J DEFGRID3
* xyz 0 1
C 0.81267 1.39380 -0.69052
C -1.43931 -0.69131 -0.57752
C -1.65516 0.40200 1.57608
C 0.64229 1.58422 -2.16037
N -0.74082 -0.14857 0.57952
H 0.10422 1.95644 -0.08729
H 1.79677 1.60915 -0.29090
H -0.70221 -1.06732 -1.28230
H -2.01440 0.10594 -1.05204
H -2.11847 -1.51117 -0.32450
H -1.09538 0.83826 2.40038
H -2.32136 1.12163 1.09826
H -2.29287 -0.38003 2.00469
H -0.32352 1.19765 -2.49082
H 1.42573 1.09667 -2.73222
H 0.65393 2.65856 -2.38120
C 0.36471 -0.88684 1.14442
N 0.12572 -2.23448 1.38863
O 1.46943 -0.45007 -0.79369
O 2.80613 -0.46768 -0.32481
O 1.18103 -0.28847 1.83879
H 2.67443 -0.39635 0.64779
H 0.89650 -2.66263 1.88131
H -0.25007 -2.77940 0.62831
*
```

The calculation puts the largest force on an atom at 2.8 eV/A. The energy relative to the best compared isomer or geometry (same formula, charge and spin) is 6.293 eV. The electronic energy is -14529.4438 eV.

Table of Löwdin atomic charges, one value per atom, all in e: C 0.0061; C -0.0875; C -0.0612; C -0.1084; N -0.2313; H 0.0939; H 0.0863; H 0.0822; H 0.0876; H 0.0833; H 0.0903; H 0.0853; H 0.0868; H 0.0674; H 0.0783; H 0.0876; C -0.5770; N 0.1872; O -0.2562; O -0.0856; O 0.0199; H 0.0635; H 0.1086; H 0.0930



Formula: C31H33Cl2F2NO4S3
Source: the OMol25 dataset
Level of theory: the ωB97M-V functional and the def2-TZVPD basis

```
! wB97M-V def2-TZVPD RIJCOSX def2/J DEFGRID3
* xyz 0 1
C 1.74818 4.66765 5.05435
C 1.01746 4.42423 3.72702
F -0.20562 5.10775 3.74971
C 1.81631 4.85022 2.47003
C 1.80882 3.67642 1.49071
C 2.86042 2.76865 1.45544
C 2.80450 1.69997 0.59677
C 1.72253 1.51858 -0.23003
C 0.66374 2.41274 -0.22874
C 0.74218 3.47883 0.64971
N -0.51962 2.30937 -1.03714
C -0.45953 3.06514 -2.29306
Cl -0.47204 4.83768 -2.00348
C 0.71856 2.62401 -3.26425
C 0.20955 1.57910 -4.28904
Cl 1.21549 4.06739 -4.28569
C -0.95944 0.95895 -1.23223
C -2.33290 0.76480 -1.25697
C -2.86499 -0.49328 -1.41551
S -4.64396 -0.67855 -1.46255
C -4.86493 -1.62032 -3.02474
C -4.92514 -3.13846 -2.69795
O -5.14401 -3.56328 -1.59357
O -4.69186 -4.03865 -3.74598
C -3.27486 -4.23703 -3.81120
C -2.88480 -5.27331 -4.87072
C -3.65510 -4.98135 -6.16046
O -1.48400 -5.14063 -5.15077
C -0.69868 -5.81232 -4.25839
O -0.83900 -6.98158 -3.98159
C 0.44064 -5.02495 -3.60555
S 2.00409 -5.98317 -3.69561
C -1.99954 -1.56786 -1.53248
C -0.63785 -1.42271 -1.52897
C -0.14050 -0.14105 -1.37376
S 1.63271 0.09845 -1.31863
H 0.97676 4.88283 5.80165
H 2.29296 3.76215 5.31600
H 2.45260 5.50640 5.02532
H 0.77910 3.35525 3.68081
H 2.86171 5.08329 2.68468
H 1.27125 5.66665 1.98800
H 3.68745 2.93166 2.14252
H 3.63152 0.99375 0.62047
H -0.09491 4.17407 0.66327
H -1.38920 2.84817 -2.82579
H 1.63089 2.33135 -2.75335
H 0.45339 1.93237 -5.29491
H 0.70235 0.60799 -4.18233
H -0.88130 1.47624 -4.27606
H -2.97519 1.63509 -1.13535
H -5.76748 -1.30233 -3.54829
H -3.94735 -1.46064 -3.59974
H -2.93000 -4.58584 -2.82277
H -2.76718 -3.29672 -4.08115
H -3.15392 -6.29413 -4.57877
H -4.72467 -5.13522 -5.99269
H -3.43989 -3.96314 -6.50688
H -3.37105 -5.65998 -6.97299
H 0.60811 -4.08567 -4.13984
H 0.21515 -4.87193 -2.54607
H 2.81970 -5.20788 -2.94472
H -2.44045 -2.55810 -1.62506
H 0.01958 -2.28101 -1.61645
F 1.76146 2.14460 6.62474
C 2.53915 1.43361 7.46679
C 2.11730 1.23526 8.76605
C 2.91675 0.49997 9.62903
C 4.12728 -0.01675 9.18623
C 4.53735 0.19685 7.87739
C 3.73661 0.92288 7.00736
H 1.17431 1.65289 9.09380
H 2.59515 0.33047 10.64803
H 4.75085 -0.58656 9.86276
H 5.48220 -0.20220 7.53283
H 4.03488 1.09291 5.98083
*
```

The calculation puts the largest force on an atom at 2.1 eV/A. The SMILES is C[C@H](COC(=O)CSc1ccc2c(c1)N([C@@H](Cl)[C@@H](C)Cl)c1cc(C[C@@H](C)F)ccc1S2)OC(=O)CS.Fc1ccccc1. The electronic energy is -105347.2810 eV.

Table of Löwdin atomic charges, one value per atom, all in e: C -0.0365; C -0.3550; F -0.0391; C -0.0701; C -0.2221; C -0.0320; C -0.0955; C -0.4370; C -0.2381; C 0.0070; N -0.0470; C -0.6403; Cl 0.6297; C -0.6424; C -0.1295; Cl 0.5465; C -0.2384; C -0.0292; C -0.5106; S 0.9708; C -0.3249; C -0.5031; O 0.1144; O -0.0271; C -0.1434; C -0.3251; C -0.0203; O 0.0181; C -0.5302; O 0.1083; C -0.4463; S 0.7259; C -0.0920; C -0.0795; C -0.4302; S 1.0381; H 0.0864; H 0.0553; H 0.0795; H 0.1414; H 0.1152; H 0.1259; H 0.1199; H 0.1125; H 0.1121; H 0.0983; H 0.0566; H 0.0482; H 0.0661; H 0.0789; H 0.1285; H 0.0907; H 0.0797; H 0.1414; H 0.1354; H 0.1563; H 0.0879; H 0.0932; H 0.0905; H 0.0739; H 0.0802; H -0.1434; H 0.1004; H 0.1049; F 0.0417; C -0.2807; C -0.0157; C -0.0814; C -0.0965; C -0.0833; C -0.0190; H 0.1184; H 0.1054; H 0.1013; H 0.1049; H 0.1151



Formula: C5H6NP
Source: the OMol25 dataset
Level of theory: the ωB97M-V functional and the def2-TZVPD basis

```
! wB97M-V def2-TZVPD RIJCOSX def2/J DEFGRID3
* xyz 0 1
C 0.97271 -1.22139 -1.34452
C 0.95831 0.08967 -1.84576
C 0.36641 -1.60134 -0.14581
C -0.28827 0.52667 0.35231
C -1.23278 1.44935 1.78576
N -0.20527 -0.73894 0.67238
P 0.14667 1.41715 -1.10972
H 1.48375 -1.96034 -1.87251
H 1.39058 0.25643 -2.94989
H 0.64229 -2.45524 0.48159
H -1.78258 0.53993 2.12680
H -1.98044 2.09731 1.36882
H -0.47137 1.60075 2.48055
*
```

The calculation puts the largest force on an atom at 6.2 eV/A. The energy relative to the best compared isomer or geometry (same formula, charge and spin) is 2.097 eV. The electronic energy is -16058.1272 eV.

Table of Löwdin atomic charges, one value per atom, all in e: C -0.1664; C -0.4202; C -0.1756; C -0.4754; C -0.0126; N -0.0168; P 0.9374; H 0.0690; H 0.0941; H 0.1134; H 0.0351; H 0.0175; H 0.0005